[1]
# C34H42F18O16

A 7-piece molecular cluster, C34H42F18O16 overall at a distorted geometry (ωB97M-V with the def2-TZVPD basis set, OMol25).

Last column: Mulliken charge in e.
Element x y z (Å)
C: -1.312616 -3.392792 1.536789  0.092
C: -1.062732 -2.780970 0.527758  -1.006
C: -0.525172 -1.685953 -0.452757  0.500
C: -1.788006 -1.158638 -1.250032  -0.756
C: -2.264474 -0.055416 -0.219534  0.281
C: -3.447687 0.909325 -0.617690  -1.204
C: -4.692403 0.881943 0.361216  -0.045
O: -4.926635 -0.379527 1.015544  -0.407
C: -5.247785 -1.381200 0.094627  0.671
C: -6.606055 -1.403793 -0.716909  -0.758
O: -4.475373 -2.294336 -0.068793  -0.522
C: -0.853913 0.677805 -0.072911  0.415
O: -0.564702 1.882253 -0.165303  -0.609
O: 0.002143 -0.485701 0.148769  -0.314
H: -1.419697 -4.074622 2.430341  0.396
H: 0.254174 -2.204483 -1.082950  0.354
H: -1.403005 -0.547628 -2.122992  0.393
H: -2.525816 -1.879667 -1.679947  0.337
H: -2.393487 -0.454539 0.835833  0.300
H: -3.715611 0.750718 -1.706270  0.302
H: -3.026932 1.963029 -0.565623  0.434
H: -4.525852 1.700374 1.122526  0.420
H: -5.617275 1.190535 -0.215758  0.019
H: -6.689288 -0.556232 -1.446352  0.218
H: -6.602918 -2.365291 -1.311025  0.341
H: -7.463043 -1.472022 0.008070  0.245
C: 1.994527 0.931857 -1.729806  -0.684
C: 2.925921 0.335705 -0.702806  -0.144
O: 4.149386 -0.113709 -1.317792  -0.333
C: 5.073859 0.826903 -1.542660  0.380
O: 4.947810 1.987567 -1.272972  -0.520
C: 6.328174 0.200245 -2.152270  0.867
F: 6.042149 -0.671224 -3.138115  -0.263
F: 7.041516 -0.481482 -1.235395  -0.260
F: 7.156092 1.117164 -2.681055  -0.234
H: 1.814296 0.225699 -2.546006  0.257
H: 1.044957 1.196929 -1.277013  -0.066
H: 2.428614 1.829279 -2.175535  0.418
H: 2.460599 -0.542307 -0.255272  0.278
H: 3.135990 1.035321 0.108778  0.259
C: -5.752964 -8.140203 2.278946  -1.089
C: -4.589410 -8.580945 1.415183  -0.221
O: -3.392680 -7.867018 1.767477  -0.309
C: -2.723933 -8.330855 2.831333  0.359
O: -3.056524 -9.276067 3.487484  -0.514
C: -1.456080 -7.507374 3.058609  0.895
F: -1.678608 -6.179824 2.962971  -0.280
F: -0.500827 -7.798757 2.156121  -0.275
F: -0.913336 -7.715768 4.266555  -0.231
H: -5.882230 -7.056661 2.223856  0.286
H: -6.676508 -8.623358 1.957062  0.377
H: -5.580839 -8.387779 3.327969  0.312
H: -4.795830 -8.344081 0.370652  0.324
H: -4.428120 -9.659304 1.474836  0.320
C: 9.695316 2.685975 -5.239583  -1.176
C: 8.185272 2.785643 -5.175578  -0.013
O: 7.731332 4.020699 -5.757033  -0.302
C: 7.634919 4.039793 -7.092484  0.337
O: 7.899145 3.116368 -7.808972  -0.515
C: 7.099377 5.391744 -7.565382  0.886
F: 7.699727 6.428028 -6.946030  -0.249
F: 5.779213 5.515026 -7.328403  -0.259
F: 7.271102 5.581844 -8.881294  -0.256
H: 10.157125 3.560841 -4.775571  0.333
H: 10.044151 1.788282 -4.727310  0.373
H: 10.044648 2.652033 -6.273302  0.326
H: 7.862452 2.793919 -4.135505  0.228
H: 7.703581 1.931169 -5.655424  0.296
C: 0.588022 -7.332616 7.059783  -0.980
C: 1.405986 -7.170247 8.324137  -0.386
O: 0.704283 -6.365881 9.286966  -0.302
C: -0.222448 -7.000563 10.018262  0.363
O: -0.492004 -8.163325 9.916345  -0.502
C: -0.851654 -6.038341 11.026631  0.873
F: -1.165764 -4.851354 10.473979  -0.245
F: -0.015562 -5.779100 12.051068  -0.251
F: -1.980590 -6.524323 11.561290  -0.240
H: 0.303125 -6.356810 6.659236  0.310
H: 1.154034 -7.874368 6.300862  0.385
H: -0.336659 -7.878338 7.255922  0.325
H: 2.333936 -6.643550 8.097199  0.329
H: 1.680810 -8.135818 8.753816  0.331
C: 7.047881 9.351080 -5.794816  -1.038
C: 7.866901 9.510778 -4.531149  -0.251
O: 7.152526 10.284857 -3.552776  -0.307
C: 6.242086 9.619158 -2.828102  0.363
O: 5.996410 8.453098 -2.947618  -0.508
C: 5.597253 10.551868 -1.802020  0.883
F: 5.256203 11.741025 -2.334395  -0.245
F: 6.432137 10.812263 -0.776644  -0.253
F: 4.481053 10.034256 -1.270872  -0.238
H: 6.740730 10.327001 -6.178881  0.340
H: 7.621855 8.833957 -6.563354  0.318
H: 6.135745 8.782760 -5.604053  0.305
H: 8.782828 10.060222 -4.753204  0.322
H: 8.163775 8.544299 -4.118275  0.320
C: -11.181143 1.244419 -0.300249  -1.040
C: -10.489153 2.581717 -0.465112  -0.213
O: -9.727295 2.910938 0.709071  -0.340
C: -8.518791 2.344767 0.802343  0.351
O: -8.050662 1.598786 -0.012780  -0.500
C: -7.807864 2.818786 2.071030  0.880
F: -8.614068 2.800503 3.147829  -0.257
F: -7.362313 4.083985 1.947819  -0.273
F: -6.743129 2.062582 2.376710  -0.204
H: -11.789533 1.236939 0.607139  0.308
H: -11.822120 1.034019 -1.157419  0.369
H: -10.455568 0.434519 -0.204136  0.255
H: -11.234066 3.369665 -0.582628  0.326
H: -9.856394 2.601899 -1.354845  0.302

Force components x, y, z for each atom (eV/Å):
C 0.11 -1.32 1.04
C 1.40 2.16 0.13
C -2.31 -1.66 -0.49
C 0.67 1.32 -0.20
C 0.50 1.04 0.29
C 0.75 0.18 -0.14
C -0.10 1.41 -0.93
O -0.39 -0.09 -1.24
C 0.01 -0.88 -0.71
C 0.42 -0.35 0.36
O -0.54 0.73 0.43
C -1.33 0.24 -0.38
O -0.36 -4.80 0.90
O 0.26 1.82 -0.23
H -0.03 1.38 -1.78
H -0.66 0.99 0.63
H -0.32 -0.73 0.64
H 0.67 0.41 1.06
H -0.24 0.05 -1.37
H 0.06 -0.03 1.25
H -0.55 -1.14 -0.12
H -0.25 -1.42 -0.42
H 0.98 -0.36 0.64
H -0.12 -0.58 0.99
H 0.19 1.12 0.74
H 0.75 0.52 -0.79
C 0.24 0.16 -0.51
C -0.73 0.06 0.28
O 0.93 0.05 -0.19
C -1.43 0.12 0.69
O 0.61 -0.23 -0.31
C 1.24 -0.73 -0.71
F -0.25 0.32 0.27
F -0.42 0.30 0.06
F -0.51 0.00 0.33
H 0.01 -0.07 0.11
H 0.36 0.08 -0.10
H -0.04 0.01 0.09
H 0.32 -0.08 -0.12
H 0.18 0.02 -0.19
C 0.09 0.17 0.33
C -0.70 -0.25 -0.21
O 0.76 0.08 0.33
C -1.27 -0.54 -0.65
O 0.56 0.36 0.14
C 1.48 0.88 0.34
F -0.35 -0.47 0.01
F -0.53 -0.21 0.01
F -0.55 -0.24 -0.28
H -0.03 -0.08 -0.14
H 0.07 0.01 -0.03
H -0.02 -0.11 -0.09
H 0.30 0.17 0.08
H 0.16 0.13 0.18
C 0.17 0.21 -0.29
C 0.34 -0.55 0.44
O -0.36 0.47 -0.64
C 0.39 -1.14 0.95
O -0.21 0.60 -0.25
C -0.54 1.46 -0.63
F 0.08 -0.53 0.03
F 0.32 -0.40 0.14
F 0.15 -0.47 0.40
H -0.08 -0.10 0.11
H -0.07 0.04 0.01
H -0.06 -0.11 0.04
H -0.12 0.33 -0.18
H 0.01 0.21 -0.17
C -0.36 0.05 0.06
C 0.34 -0.31 -0.60
O -0.40 0.12 0.69
C 0.91 -0.56 -1.01
O -0.29 0.40 0.42
C -0.83 1.04 1.02
F 0.22 -0.42 -0.16
F 0.08 -0.30 -0.41
F 0.44 -0.22 -0.40
H 0.16 -0.04 -0.01
H 0.01 0.04 0.06
H 0.12 -0.08 0.00
H -0.16 0.19 0.24
H -0.23 0.09 0.12
C -0.37 0.09 0.02
C 0.33 -0.30 -0.61
O -0.39 0.11 0.69
C 0.91 -0.53 -1.02
O -0.30 0.39 0.43
C -0.85 0.98 1.04
F 0.22 -0.41 -0.17
F 0.09 -0.29 -0.42
F 0.44 -0.20 -0.41
H 0.16 -0.02 0.01
H 0.01 0.05 0.08
H 0.13 -0.09 0.00
H -0.17 0.18 0.24
H -0.23 0.08 0.11
C 0.15 -0.23 0.26
C -0.53 -0.19 -0.54
O 0.73 0.06 0.39
C -1.02 -0.03 -1.03
O 0.30 0.17 0.51
C 0.79 0.43 1.61
F -0.08 -0.15 -0.54
F -0.26 -0.30 -0.42
F -0.47 0.00 -0.51
H -0.05 0.09 -0.12
H 0.03 0.07 0.03
H -0.01 0.06 -0.12
H 0.19 0.08 0.28
H 0.15 -0.06 0.22

HOMO-LUMO gap, eV: 10.546
E_LUMO, eV: 0.4
HOMO level, eV: -10.16
Total charge: 0

---

[2]
# C34H42IrN2O8P2S

C34H42IrN2O8P2S as an isolated structure at a distorted geometry (ωB97M-V with the def2-TZVPD basis set, OMol25).

Last column: Mulliken spin population.
Element x y z (Å)
Ir: -2.693141 0.744118 -0.771782  1.545
S: -6.587600 2.162033 0.547468  0.031
C: -5.721525 3.543966 -0.166898  0.006
C: -6.173878 4.829387 -0.274690  0.001
C: -5.500802 5.770616 -1.077878  0.004
C: -4.317492 5.442424 -1.751265  0.006
C: -3.811904 4.117322 -1.609291  0.002
C: -4.552632 3.112430 -0.849335  -0.020
N: -4.380120 1.716842 -0.725370  -0.004
C: -5.348377 1.102380 -0.007319  0.015
C: -5.218047 -0.355466 0.133646  0.153
C: -6.109727 -1.330325 0.663817  -0.032
C: -5.824512 -2.625434 0.504745  0.066
C: -4.710025 -3.026665 -0.245170  -0.047
C: -3.762879 -2.099645 -0.737365  0.095
C: -3.941273 -0.742519 -0.403883  -0.203
H: -7.174347 5.052504 0.083334  0.000
H: -5.826564 6.807040 -1.144615  0.000
H: -3.801744 6.183767 -2.394006  0.000
H: -2.877368 3.811375 -2.082722  -0.004
H: -7.045267 -1.036305 1.119672  0.002
H: -6.343845 -3.435946 1.014045  0.002
H: -4.535789 -4.119787 -0.397599  0.000
H: -2.835253 -2.518334 -1.206444  0.018
C: 1.988686 -0.672674 3.798968  -0.001
C: 3.000804 -1.565036 3.113091  0.000
C: 4.424294 -1.070039 3.282829  0.000
O: 2.774915 -1.566352 1.698197  0.001
P: 3.004341 -0.434611 0.591962  -0.037
O: 3.084258 1.005071 1.082851  0.027
C: 1.830771 -0.590686 -0.744423  0.019
P: 0.173367 -1.379582 -0.945627  0.027
O: -1.058289 -0.528188 -0.706126  0.200
O: 0.061456 -2.796133 -0.220714  0.002
C: 0.068779 -3.059857 1.195693  0.000
C: -1.277557 -2.872802 1.843491  -0.001
C: 0.381797 -4.515662 1.223071  0.000
O: 0.331542 -1.861437 -2.491527  0.003
C: 0.353891 -3.292801 -2.971771  0.001
C: 1.286401 -3.279535 -4.187881  0.000
C: -1.130855 -3.531993 -3.278377  0.000
O: 4.374818 -0.931473 -0.050330  0.002
C: 5.523079 -0.205814 -0.654152  0.000
C: 6.745879 -0.851679 -0.011207  0.000
C: 5.430508 1.332630 -0.543508  0.004
H: 2.269922 -0.576871 4.850211  0.000
H: 1.030753 -1.208266 3.731964  0.000
H: 1.878401 0.296849 3.289275  0.000
H: 2.857796 -2.672253 3.395921  0.000
H: 4.502855 0.012843 3.227985  0.000
H: 5.124838 -1.455495 2.490141  0.000
H: 4.867089 -1.449541 4.279461  0.000
H: 2.404800 -0.913475 -1.580833  0.002
H: 1.643542 0.464687 -0.994852  -0.001
H: 0.872925 -2.486702 1.668206  -0.001
H: -2.091066 -3.252130 1.163849  0.000
H: -1.447626 -1.821436 2.152725  -0.002
H: -1.331266 -3.429400 2.826643  0.000
H: -0.186184 -5.072277 0.464691  0.000
H: 0.227986 -4.920009 2.238421  0.000
H: 1.502346 -4.702591 1.039210  0.000
H: 0.752445 -3.962910 -2.225750  0.000
H: 0.899404 -2.834713 -5.098757  0.000
H: 1.567135 -4.336379 -4.441772  0.000
H: 2.204671 -2.738972 -3.966480  0.000
H: -1.576797 -2.579323 -3.643351  -0.001
H: -1.598323 -3.846855 -2.369856  0.001
H: -1.306146 -4.321383 -4.071137  0.000
H: 5.344316 -0.527636 -1.678106  0.000
H: 6.888904 -0.382667 0.975044  0.000
H: 7.693776 -0.692698 -0.591261  0.000
H: 6.645281 -1.932333 0.207125  0.000
H: 5.277404 1.703897 0.509539  -0.002
H: 4.523043 1.689434 -1.177587  -0.001
H: 6.353784 1.878474 -0.910434  0.001
O: -2.393405 3.078842 1.466947  0.113
C: -1.522121 3.080938 0.624307  0.039
N: -1.524693 2.364553 -0.603854  0.099
C: -0.265091 2.417682 -1.227190  0.224
O: 0.094980 1.682763 -2.183338  0.246
C: 0.578276 3.382331 -0.437533  0.194
C: 1.944137 3.688088 -0.581769  0.408
C: 2.559701 4.435653 0.439474  -0.018
C: 1.830866 4.840555 1.551299  0.432
C: 0.451288 4.533487 1.636408  0.172
C: -0.144907 3.749942 0.683999  0.199
H: 2.463211 3.576838 -1.566018  -0.011
H: 3.626315 4.570047 0.369519  0.009
H: 2.382406 5.269734 2.385879  0.013
H: -0.155739 4.961539 2.435989  0.000

Force components x, y, z for each atom (eV/Å):
Ir 0.00 -0.32 -0.31
S 1.05 0.14 -0.45
C 0.75 -1.37 -0.87
C -0.73 1.35 -0.90
C 0.33 -0.18 0.49
C 0.34 -1.72 0.52
C -0.89 -0.81 0.41
C -0.44 1.91 -0.24
N -0.26 1.10 0.82
C -0.16 0.33 -0.18
C 0.84 -0.48 0.03
C -0.33 3.41 -0.45
C 1.36 -2.80 -0.21
C 0.89 -0.41 -0.50
C -0.11 -1.06 1.21
C -0.96 -1.50 -0.85
H 0.27 0.28 0.33
H -0.36 -0.37 0.04
H -0.32 -0.68 0.62
H -0.42 0.15 0.01
H 0.03 0.15 0.21
H -0.44 0.44 -0.26
H -0.19 1.06 0.08
H -1.00 0.80 0.39
C -0.60 -0.72 -0.15
C 0.91 -0.33 0.01
C 1.99 -1.41 1.36
O -1.29 0.12 -2.14
P 1.99 2.46 2.26
O -0.81 -2.64 -0.60
C -1.60 0.59 0.25
P 0.11 -1.21 -1.83
O 1.36 -0.53 0.00
O 0.08 1.84 -0.75
C -0.07 -0.77 0.57
C -1.10 0.51 0.88
C 2.60 -1.51 0.54
O 0.01 0.13 2.04
C -0.74 1.55 -1.48
C 0.32 -1.10 0.08
C 0.39 -0.52 -1.53
O -0.61 0.28 0.49
C -0.54 -0.28 0.06
C 0.87 0.28 0.31
C -0.68 1.04 -0.32
H -0.17 0.21 -0.10
H -0.03 0.38 0.26
H 0.34 -0.29 0.33
H 0.38 1.71 -0.24
H -0.26 0.11 0.18
H -0.90 0.08 0.71
H -0.72 0.81 -1.38
H 0.28 -0.74 -0.70
H -0.16 -0.07 0.10
H -0.38 -0.02 -0.15
H 0.72 0.49 0.78
H -0.23 -0.39 -0.59
H 0.17 0.37 -1.20
H 0.02 0.15 0.40
H -0.21 0.02 -0.53
H -1.57 0.29 -0.08
H 0.02 0.11 0.44
H -0.51 0.14 0.11
H -0.25 0.86 0.26
H 0.09 -0.10 0.22
H 0.31 -0.73 0.24
H -0.60 -0.18 0.50
H 0.32 0.77 0.94
H 0.79 0.31 -0.31
H 0.07 -0.02 -0.25
H -0.98 -0.05 0.37
H -0.22 0.54 -0.55
H 0.03 -0.68 -1.08
H 1.58 -0.46 1.14
H -0.93 -1.04 0.09
O -0.22 -0.11 -0.26
C 1.67 0.81 -0.52
N 0.83 0.12 0.74
C 1.90 0.59 0.36
O -0.58 1.16 1.08
C -2.52 -3.35 -2.71
C 3.79 2.50 -0.10
C -0.26 -1.94 -2.28
C 1.35 0.23 0.57
C -2.38 -0.35 -0.04
C -1.80 0.81 2.21
H -0.47 -0.34 1.12
H 0.08 0.40 0.05
H -0.45 0.12 -0.12
H 0.22 -0.37 0.03

HOMO-LUMO gap (alpha / beta), eV: 4.663 / 5.320
⟨S²⟩: 6.050
Multiplicity: 5
E_LUMO (alpha / beta), eV: -3.3 / -5.8
HOMO level (alpha / beta), eV: -7.94 / -11.11
Total charge: +1

---

Number 1: molecular weight 1048.658 g/mol. Number 2: molecular weight 892.948 g/mol.